ORCA calculation (wB97M-V/def2-TZVPD) on a cluster of 2 separate species, CH4N2OS in total at a distorted geometry.

Each line ends with the natural charge from an NBO analysis.
Element x y z (Å)
S 2.4103 -1.9414 -3.0165  -0.036
O 0.6685 0.9884 0.1390  -0.603
N -0.2404 -1.7770 -2.4416  -0.666
N 0.5850 -0.4222 0.4969  -0.530
C 0.9031 -1.9898 -2.6571  0.244
H -1.2043 -1.5938 -2.2634  0.456
H 1.3473 -0.5500 1.1562  0.342
H 0.5786 1.0272 -0.7799  0.460
H -0.2995 -0.4436 1.0499  0.332

Atomic forces in eV per Å
S 1.5436 -0.5440 -0.2173
O 0.2832 -0.4292 2.6433
N 0.4106 -0.6034 -0.0871
N -1.1341 0.8262 0.0494
C -2.2981 1.3734 0.2554
H 0.3300 -0.2237 0.0233
H -0.0481 0.0966 -0.0227
H -0.1139 -0.3259 -2.2430
H 1.0267 -0.1701 -0.4013

Output
SMILES ... N=C=S.NO
Lowest unoccupied orbital energy ... 0.8 eV
Highest occupied orbital energy ... -0.3451 hartree
Orbital gap ... 10.18 eV
Molar mass ... 92.12 g/mol
Energy above the lowest of the compared OMol25 structures with the same formula, charge and spin ... 65.32 kcal per mole

ORCA calculation (wB97M-V/def2-TZVPD) on a structure of composition C16H48FeO21P5 at a distorted geometry.

Each line ends with the Löwdin charge.
Element x y z (Å)
Fe 0.8561 0.6260 2.5824  1.109
P -2.4040 2.1871 2.8209  0.439
P 3.8514 0.6357 0.7073  0.446
P -4.9474 0.8237 -3.1875  0.375
P 0.7528 0.1949 -4.8149  0.446
P 2.2088 -2.6286 3.2764  0.437
O 0.4900 1.2383 -5.8013  -0.193
O 3.8465 -0.6645 -0.2343  -0.199
O -0.9431 1.8686 2.8655  -0.280
O -3.3085 0.9309 3.2377  -0.210
O -3.6380 1.5079 -2.5258  -0.256
O 3.6961 1.8343 -0.3361  -0.213
O 1.7291 0.6306 -3.5953  -0.220
O 1.5190 -1.0974 -5.3943  -0.229
O -0.5136 -0.4899 -4.0637  -0.243
O 2.7433 0.5854 1.7139  -0.289
O -4.4132 -0.4652 -3.9557  -0.188
O 1.5488 -1.2985 3.1112  -0.286
O 3.7482 -2.4048 3.5968  -0.187
O 1.6866 -3.5214 4.4648  -0.195
O -3.0256 2.5407 1.4019  -0.160
O 5.3056 0.7068 1.2785  -0.201
O -5.7347 0.1856 -1.9596  -0.226
O -0.0917 -0.2610 1.0738  -0.132
O -2.8202 3.4107 3.7204  -0.187
O -5.7408 1.7382 -4.0034  -0.206
O 2.1210 -3.4668 1.9329  -0.176
C -2.4836 1.9519 -3.2717  -0.081
C 2.7892 -1.1760 -1.0816  -0.037
C 1.5236 -1.4116 -6.7931  -0.072
C -0.2836 -1.6329 -3.2632  -0.117
C 5.7067 1.7588 2.2158  -0.017
C 1.3948 1.6536 -2.6746  -0.100
C 4.8471 2.1098 -1.1583  -0.051
C -4.6330 1.0950 3.7905  -0.060
C -6.4605 0.8970 -0.9408  -0.060
C 0.8423 -4.1399 1.7411  -0.049
C 2.2873 -4.7685 4.7841  -0.067
C -2.6122 3.3737 5.1533  -0.034
C -2.1751 2.7884 0.2958  -0.086
C 4.1995 -1.4874 4.5665  -0.078
C -1.1313 -0.6730 0.2897  -0.123
C -3.5211 -1.3976 -3.3304  -0.084
H 2.0913 2.4862 -2.7762  0.098
H 3.4188 -1.1644 5.2590  0.099
H -3.1329 -1.1382 -2.3463  0.076
H 4.9396 -1.8965 5.2611  0.106
H -1.9231 1.8657 -0.2372  0.060
H 5.7093 2.2476 -0.5065  0.081
H -5.7574 1.2888 -0.2036  0.073
H -5.2622 0.3649 3.2850  0.100
H -1.6286 1.3542 -2.9520  0.043
H 5.7793 1.2844 3.1911  0.085
H 2.3893 -4.8877 5.8635  0.105
H 4.7643 3.0086 -1.7605  0.105
H 5.0783 1.2320 -1.7643  0.104
H 0.7583 -2.1136 -7.1358  0.095
H 1.7416 -5.6569 4.4662  0.102
H -2.3500 3.0202 -3.1343  0.095
H 0.2792 -3.6752 0.9404  0.080
H -4.0555 -2.3423 -3.4080  0.107
H -1.0319 -0.2277 -0.7165  0.101
H -0.7888 -1.4809 -2.3026  0.056
H -2.6571 -1.4493 -3.9995  0.066
H 0.2771 -4.1898 2.6734  0.090
H -3.1819 2.5245 5.5374  0.079
H 6.6554 2.1733 1.8962  0.107
H 3.3133 -4.8189 4.4135  0.100
H 1.4142 1.2933 -1.6487  0.057
H 0.4364 2.1475 -2.8571  0.079
H -2.1276 -0.3373 0.5890  0.104
H -7.0336 0.1064 -0.4650  0.092
H -1.5589 3.1645 5.3309  0.091
H -1.0378 -1.7505 0.1289  0.105
H 1.2315 -0.5523 -7.4008  0.086
H -7.0513 1.6954 -1.3813  0.097
H -5.0789 2.0580 3.5421  0.102
H 4.7432 -0.6881 4.0633  0.078
H 1.8991 -0.5711 -0.9073  0.055
H -2.5625 1.7381 -4.3382  0.104
H -4.6223 0.9188 4.8619  0.093
H -1.2056 3.2324 0.5328  0.097
H -2.6694 3.3966 -0.4586  0.104
H 3.1883 -0.9878 -2.0744  0.101
H 4.8925 2.4805 2.2735  0.095
H 2.5396 -2.2186 -0.9052  0.096
H 0.9952 -5.2024 1.5548  0.106
H -2.9791 4.2419 5.6885  0.108
H 0.7366 -2.0069 -3.2955  0.090
H 2.5183 -1.7892 -6.9983  0.095
H -0.9067 -2.4666 -3.6145  0.097

Atomic forces in eV per Å
Fe -0.4491 -1.0558 -1.1252
P -2.3685 -0.3411 0.2360
P -0.2315 -1.2441 -2.5360
P -0.4872 0.4625 -0.2506
P 0.8911 -0.9985 -0.4102
P 1.3863 0.4709 0.1195
O -0.6324 -0.2154 0.7447
O 0.9265 0.5220 2.0357
O 1.1423 -0.7981 -0.1527
O 1.4626 0.9994 0.1586
O -0.0542 -0.4318 0.3483
O -0.4749 0.0477 1.1342
O -0.3607 -0.8340 -0.5179
O -0.5852 0.8249 1.0666
O 0.6557 0.9754 -0.5831
O -0.4565 1.1606 0.1771
O 0.0063 0.9233 0.8393
O -1.1000 0.0961 0.9025
O -0.8053 -1.2941 -1.2173
O -0.9550 1.0598 -0.5282
O 1.0350 0.0184 1.0277
O -0.5085 -0.4504 -0.0959
O 1.0036 -0.0257 -0.1634
O 0.3040 0.3630 0.1687
O 0.1669 0.0204 -0.4855
O 0.3856 -0.2697 0.0590
O 0.0280 0.1044 0.8821
C -0.4494 -0.6397 -0.3928
C 0.0669 1.3344 -0.0305
C -0.3992 0.3998 -1.0113
C -1.2842 -1.1644 -0.0269
C -0.9076 -0.5082 0.2594
C -0.3290 1.1193 -0.2545
C 1.2654 -0.4824 0.1027
C -0.7474 -0.1407 -0.5659
C 0.5801 -0.3910 -0.2266
C -0.1073 -0.8612 0.5558
C 1.3600 -1.2195 0.7682
C 0.1052 -1.4594 0.2807
C 0.9660 -0.1289 -1.6319
C 0.7376 0.7262 1.2274
C -0.3559 0.1144 -0.2032
C 0.1069 -0.3096 -1.6103
H 0.3553 -0.2637 0.0582
H -0.2300 0.3788 -0.5101
H -0.5958 0.1341 0.2202
H -0.0405 -0.7553 -0.5048
H -0.3277 -0.1450 0.2572
H 0.0073 0.1523 -0.0521
H 0.0196 0.1835 -0.0680
H 0.1174 -0.1975 0.2145
H 0.0009 0.2761 0.2923
H 0.2874 0.0566 -0.0143
H -0.3124 0.5211 0.0265
H -0.7293 -0.0754 0.0788
H -0.2126 0.1693 -0.2351
H 0.0932 -0.5279 0.9413
H -0.3533 0.4495 -0.4907
H 0.0355 0.0307 0.1252
H 0.0960 0.1146 -0.0135
H 0.2534 -0.1790 0.6775
H 0.4664 0.0593 -0.0405
H 0.9872 0.2944 0.2427
H -0.2389 -0.0421 0.1124
H -0.1854 0.5952 -0.0857
H 0.0618 0.0444 0.1059
H -0.0821 0.0206 -0.1113
H -0.1393 0.0143 -0.2606
H 0.0702 -0.1806 -0.0392
H -0.2041 -0.4626 -0.1816
H 0.0552 -0.1813 0.5081
H -0.4210 0.3366 0.0119
H 0.0188 0.3822 0.2287
H -0.1987 -0.0558 -0.0058
H 0.7481 0.3672 0.2234
H -0.1882 -0.0897 0.0793
H 0.3232 0.1726 0.1743
H -0.5239 0.2588 -0.0072
H -0.1088 -0.1354 -0.2068
H -0.2995 0.1400 -0.0396
H 0.0774 -0.0043 -0.0295
H -0.2962 0.2905 0.4506
H -0.3004 0.1780 0.4302
H -0.4981 -0.3497 -0.2455
H 0.3455 0.3844 -0.0753
H 0.5385 -0.0404 0.3003
H 0.4880 0.1906 -0.5564
H 0.1372 0.4264 -0.6829
H 0.1124 0.3667 0.5015
H -0.0420 0.0909 -0.2853
H 0.2994 0.1268 -0.5931

Output
Total charge ... +2
Lowest unoccupied orbital energy (alpha / beta) ... -5.8 / -8.9 eV
Highest occupied orbital energy (alpha / beta) ... -0.5084 / -0.5084 hartree
Orbital gap (alpha / beta) ... 7.99 / 4.91 eV
Molar mass ... 787.25 g/mol
2S+1 ... 6
<S²> ... 8.76

ORCA calculation (wB97M-V/def2-TZVPD) on a structure of composition C25H61Br3ClN6O18P2 at a distorted geometry.

Each line ends with the Löwdin charge.
Element x y z (Å)
Br 1.6727 6.4011 -0.9645  0.548
Br -0.5233 6.0366 -3.2003  0.559
Br 2.0784 4.1235 -3.4214  0.518
Cl -0.8336 0.6605 -0.5436  0.576
P 3.4090 2.1324 2.4102  0.616
P -3.0747 -2.5306 3.6589  0.578
O -0.6313 -0.0960 -1.7522  -0.381
O -2.6441 2.0346 -5.5446  0.037
O 2.5349 -1.3163 0.4165  0.067
O 0.0319 -3.6150 1.4162  0.144
O -0.8377 -5.6227 1.3003  -0.008
O 3.1238 1.2553 -6.6926  0.080
O 0.0431 1.8072 -0.5701  -0.363
O -1.6959 -1.9921 3.5484  -0.178
O 1.0377 0.3008 -6.3758  -0.002
O -3.3295 4.1416 -4.9317  0.060
O -1.1623 -4.3260 -0.4137  -0.023
O 3.0227 -2.8292 -1.2811  -0.001
O -2.1638 0.9727 -0.5408  -0.334
O -3.4733 3.2462 -7.0606  -0.001
O 2.8085 0.7952 2.3509  -0.256
O 3.1535 -0.7665 -1.7657  0.003
O 1.8001 0.3608 -8.3719  0.006
O -0.5148 -0.1599 0.5927  -0.339
N 2.2778 3.4344 2.2883  -0.275
N -3.7012 -2.4030 5.1906  -0.244
N 4.5859 2.4246 1.1976  -0.290
N 4.2418 2.5223 3.9213  -0.306
N -3.1920 -4.1885 3.3736  -0.116
N -4.2229 -1.7803 2.5874  -0.242
C -3.2017 3.1873 -5.7450  -0.561
C 4.4331 3.3105 -0.0060  -0.081
C -3.8981 -1.8059 1.1454  -0.095
C -4.3452 -4.9410 2.7696  -0.001
C 1.0369 0.4751 -4.9441  -0.030
C 2.5893 4.8435 2.4266  -0.159
C -5.0234 -2.8603 5.5774  -0.098
C 2.8751 0.6201 -1.6970  -0.049
C -2.2432 -5.0559 4.0411  -0.052
C 3.3988 2.4268 5.0885  -0.151
C -0.6435 -4.4369 0.8321  -0.637
C 2.8713 -1.6029 -0.7810  -0.532
C -5.7200 -1.8105 2.7482  -0.108
C -0.7989 -3.1885 -1.0975  -0.068
C 2.0620 0.7549 -7.1206  -0.553
C -3.8355 4.4745 -7.5723  -0.087
C 5.3095 3.5574 3.9859  -0.113
C 0.7933 3.1777 2.4107  -0.082
C -3.2661 -1.4229 6.1940  -0.052
C 5.5428 1.3588 1.0124  -0.141
C 2.8808 -4.0051 -0.5090  -0.060
C 2.7760 0.8212 -9.3085  -0.055
C -2.0801 1.7296 -4.3018  -0.044
C -1.5431 -6.7846 0.6691  0.016
C 0.7849 5.0648 -2.1467  -1.441
H -0.8591 -3.2545 -2.1838  0.106
H 3.7891 0.4490 -9.1557  0.091
H 0.2367 3.9438 1.8709  0.075
H 5.0784 0.4558 0.6162  0.070
H -2.1735 -7.2881 1.4020  0.071
H -5.6330 -1.9730 5.7483  0.094
H 0.2993 4.2787 -1.5683  -0.035
H 3.5149 3.0242 -0.5189  0.049
H 5.8294 3.4457 4.9374  0.072
H 2.9051 1.8908 -9.1431  0.094
H -2.4542 -6.0668 3.6922  0.086
H -5.4619 -3.5035 4.8145  0.063
H -1.1685 2.3045 -4.1390  0.096
H -6.2632 -2.7549 2.7805  0.066
H 1.8944 0.7497 -2.1546  0.063
H -3.8677 -0.8262 0.6685  0.092
H -4.1306 4.3449 -8.6135  0.096
H -1.5523 -2.4386 -0.8562  0.077
H 4.8071 4.5241 3.9537  0.052
H -6.2221 -1.2180 1.9834  0.094
H -2.3407 -5.0768 5.1265  0.109
H 0.1542 0.0501 -4.4662  0.074
H -4.9860 -4.3176 2.1461  0.077
H -2.9046 -2.2193 0.9722  0.065
H 2.3206 5.2586 3.3979  0.078
H -3.0599 5.2355 -7.4858  0.099
H -1.7854 0.6812 -4.2545  0.079
H 3.8011 -4.5874 -0.4652  0.088
H -0.8032 -7.4684 0.2531  0.095
H -4.6707 4.8840 -7.0040  0.093
H 0.5613 2.1666 2.0761  0.058
H 5.3302 3.4061 -0.6176  0.086
H 2.6981 3.2533 5.2062  0.067
H -1.1930 -4.8722 3.8146  0.110
H -2.2171 -1.1573 6.0632  0.096
H 2.1022 5.4100 1.6330  0.008
H -3.5238 -1.6537 7.2276  0.097
H -2.7093 1.8752 -3.4238  0.103
H 6.3749 1.6782 0.3850  0.078
H 3.6636 4.9918 2.3167  0.054
H 2.1209 -4.6401 -0.9645  0.086
H 2.6085 -3.9029 0.5415  0.088
H 4.0480 2.2628 5.9486  0.079
H -2.1878 -6.5375 -0.1744  0.090
H 2.6899 1.6083 4.9637  0.074
H 6.0368 3.5390 3.1742  0.070
H -3.9526 -5.8474 2.3088  0.088
H -5.0012 -5.3100 3.5581  0.103
H 1.2317 1.5121 -4.6707  0.050
H 3.5771 1.2706 -2.2187  0.086
H 0.2139 -2.8472 -0.8834  0.093
H 1.8611 -0.1039 -4.5277  0.094
H 2.5358 0.5525 -10.3372  0.093
H 6.0076 1.0144 1.9362  0.076
H -5.9403 -1.2595 3.6626  0.068
H -4.9386 -3.3741 6.5350  0.100
H 2.8060 0.9015 -0.6462  0.078
H -3.7846 -0.5053 5.9163  0.104
H 4.2567 4.3277 0.3438  0.046
H -4.5920 -2.4108 0.5617  0.083
H 0.4453 3.2127 3.4431  0.065

Atomic forces in eV per Å
Br -0.2835 -1.1109 -0.6775
Br 0.1902 -0.5213 0.2465
Br -0.9105 0.8040 1.2442
Cl 4.5695 -2.1350 0.0113
P 0.5226 2.6754 0.2093
P -0.3875 4.2154 -1.6666
O 0.8982 -0.7168 -1.1771
O -0.3323 -1.1831 -0.2446
O 1.4574 -1.2794 -5.0632
O -1.3288 -1.0525 -0.6018
O -1.5792 -4.0761 1.5090
O -3.0792 -0.8282 -1.3619
O -0.3599 0.5798 0.0474
O -1.7695 -1.2545 0.2095
O -0.3238 0.4726 -0.2127
O 0.0979 -3.0448 -2.4153
O 0.0222 -1.9760 1.0200
O 0.2245 -0.4829 -0.3306
O -5.2992 2.2618 0.6402
O 0.3266 -1.1691 0.6088
O 0.0324 0.4815 0.6027
O 0.8295 -0.6061 -0.8660
O 0.5557 0.3574 -0.3232
O -0.0400 0.1219 0.1755
N -1.1089 -1.2563 -0.1504
N -0.5355 -0.3957 0.6205
N 0.0370 0.8153 0.2556
N 0.5918 -0.7109 -2.3453
N -0.7393 -1.8724 0.2674
N -0.4206 -1.5945 0.3061
C 0.3123 3.7811 1.4852
C -1.2537 0.2364 1.8389
C 0.9835 -0.2232 -0.4182
C 0.5431 0.7819 0.4974
C 1.4991 -0.2192 0.2432
C 0.7926 -0.4544 -0.1360
C 0.0117 -0.1342 -0.2498
C -1.2992 0.4092 0.9871
C 0.4318 -1.3005 -0.1526
C -0.2614 -0.3428 -0.4499
C 1.5359 2.3373 -1.6410
C -1.3868 1.4761 5.0427
C 0.6650 1.2715 1.1016
C -0.0975 2.8410 -1.1501
C 1.9874 -0.6233 2.2823
C -1.0055 1.7100 -0.0834
C -1.3709 -0.3484 0.1121
C 1.3099 -0.5274 0.0373
C 0.9440 0.9733 -1.0983
C 0.3121 -0.8594 0.2277
C -0.1936 -0.6866 0.8766
C 0.9694 0.7034 -0.0388
C 0.9165 -0.2836 1.8304
C 0.4642 1.1395 -0.5906
C 0.7664 0.4534 -0.8646
H -0.1489 -0.9405 0.0333
H -0.1570 -0.5575 0.5391
H 0.1113 -0.1638 -0.3343
H -0.0183 -0.0911 -0.4188
H 0.4295 0.2155 0.3608
H -0.3604 -0.1360 -0.0996
H 0.2100 0.1619 0.0323
H 0.3759 0.0357 -0.6491
H 0.0579 0.0305 0.0305
H -0.2613 0.1304 -0.5334
H 0.1386 -0.0098 0.1163
H -0.1163 0.0845 0.2652
H -0.0386 0.1910 -0.0889
H 0.4420 -0.4223 -0.0636
H -0.0514 0.2193 0.1452
H -0.0754 0.2730 0.4446
H 0.1386 -0.1154 0.1287
H 0.5706 0.5581 0.1061
H 0.3826 0.4256 0.2661
H 0.5720 0.0126 -0.3038
H -0.2663 0.3731 0.0945
H -0.1651 0.3279 -0.7042
H 0.5930 -0.0466 -0.2517
H 0.1926 0.0483 0.1242
H -0.2323 0.0094 0.2185
H 0.3525 -0.2266 -0.0973
H -0.2809 0.0906 -0.5388
H 0.2930 0.2893 -0.5142
H 0.1751 0.0972 0.4269
H -0.2286 -0.0041 -0.1040
H 0.0273 0.1937 -0.3976
H -0.0849 -0.7569 0.0401
H 0.3192 0.7864 0.3192
H -0.0930 0.6161 -0.2674
H 0.0898 -0.3889 0.1666
H -0.1114 0.0599 0.0922
H 0.1038 -0.5440 -0.2618
H -0.3986 0.3387 -0.3264
H -0.1679 0.0737 -0.1761
H -0.0042 0.0806 -0.0735
H -0.0483 0.1251 -0.2294
H -0.2318 0.8855 -0.1133
H -0.3644 0.1067 0.2869
H 0.1143 0.6523 0.1432
H 0.4025 -0.5176 0.0595
H -0.2687 -0.4426 -0.0575
H 0.0314 0.3634 -0.4178
H 0.1026 0.0344 0.4954
H -0.3835 0.0029 -0.0798
H 0.4571 -0.7333 -0.0769
H -0.2534 0.1175 0.4291
H 0.2287 0.0005 -0.0643
H -0.6976 0.1306 0.3421
H -0.1273 0.2797 0.3896
H -0.2123 -0.2015 0.1093
H -0.0957 -0.2677 -0.0531
H -0.0759 0.1398 0.0019
H -0.2211 0.2576 0.2220
H -0.0925 0.1020 0.0244
H -0.2361 -0.2347 0.2194
H 0.2226 0.2503 0.3962

Output
Lowest unoccupied orbital energy (alpha / beta) ... -0.7 / -5.4 eV
Highest occupied orbital energy (alpha / beta) ... -0.2682 / -0.2682 hartree
Orbital gap (alpha / beta) ... 6.59 / 1.86 eV
Molar mass ... 1070.90 g/mol
2S+1 ... 2
<S²> ... 0.76

ORCA calculation (wB97M-V/def2-TZVPD) on a structure of composition C5H10Si at a distorted geometry.

Each line ends with the natural charge from an NBO analysis.
Element x y z (Å)
Si 0.5203 -0.1334 1.4933  1.047
C -1.0986 -0.9530 0.8939  -0.807
C 2.2172 0.8030 -0.7103  -0.418
C 1.0859 0.2028 -0.2742  -0.392
C -1.5213 -0.0905 -0.2635  -0.447
C -0.4958 -0.0979 -1.3508  -0.360
H -1.8497 -0.8977 1.6527  0.228
H -0.1559 1.0421 2.1330  -0.157
H -1.5402 1.0047 -0.0492  0.203
H -0.3731 -1.0646 -1.8208  0.195
H -2.4934 -0.2601 -0.6716  0.218
H 2.4636 1.4061 -1.6167  0.202
H 2.9610 1.0559 0.0045  0.183
H 1.7458 -0.7876 2.0524  -0.136
H -0.9726 -1.9850 0.6461  0.226
H -0.4929 0.7553 -2.1188  0.214

Atomic forces in eV per Å
Si -0.4692 -0.1660 -1.7429
C 0.4062 0.1880 1.0164
C -1.4604 0.7375 -0.1225
C -1.5775 0.7315 -2.7364
C 0.6604 2.1046 -0.8642
C 3.9828 1.4797 0.6956
H -0.5174 -0.1284 0.6919
H 0.8912 0.0033 0.2302
H -0.2595 -0.6322 0.8195
H 0.2201 -0.1407 -0.2103
H -0.8823 -0.6608 -0.0746
H -0.7631 -1.3224 0.0230
H 0.6918 -0.1739 0.9686
H -0.6840 0.0663 0.5784
H 0.0140 -0.7377 -0.4992
H -0.2532 -1.3487 1.2265

Output
Lowest unoccupied orbital energy ... 1.0 eV
Highest occupied orbital energy ... -0.3311 hartree
Orbital gap ... 10.01 eV
Molar mass ... 98.22 g/mol
Energy above the lowest of the compared OMol25 structures with the same formula, charge and spin ... 45.07 kcal per mole